[1]
This record from OMol25 describes a molecular structure, C28H36IrN12S2. The level of theory is ωB97M-V/def2-TZVPD.

Each line ends with the Löwdin spin population.
CARTESIAN COORDINATES (ANGSTROEM)
1 Ir -1.55 0.16 0.11  0.020
2 C 4.43 0.94 -1.46  0.005
3 C 4.46 2.13 -0.49  0.013
4 C 5.62 3.04 -0.90  0.001
5 C 4.75 1.59 0.93  0.011
6 C 3.12 2.83 -0.44  0.113
7 C 3.04 4.27 -0.46  0.109
8 C 1.85 4.94 -0.41  0.000
9 C 0.68 4.18 -0.31  0.161
10 S -0.91 4.75 -0.28  0.092
11 C -1.48 3.10 -0.17  0.025
12 N -0.52 2.16 -0.13  0.023
13 C 0.72 2.73 -0.23  0.111
14 C 1.96 2.10 -0.31  -0.010
15 C -2.82 2.77 -0.21  0.088
16 C -3.84 3.76 -0.31  0.035
17 C -5.15 3.38 -0.43  0.016
18 C -5.45 2.01 -0.45  0.110
19 C -4.46 1.03 -0.35  0.003
20 C -3.12 1.38 -0.22  0.069
21 H 5.40 0.45 -1.47  0.000
22 H 4.22 1.27 -2.48  0.000
23 H 3.67 0.19 -1.20  0.000
24 H 6.53 2.45 -0.99  0.000
25 H 5.82 3.82 -0.17  0.000
26 H 5.45 3.51 -1.87  0.000
27 H 5.72 1.09 0.93  0.002
28 H 3.97 0.89 1.25  0.000
29 H 4.80 2.40 1.66  0.000
30 H 3.95 4.85 -0.55  0.004
31 H 1.81 6.02 -0.44  -0.002
32 H 2.00 1.03 -0.31  -0.002
33 H -3.59 4.81 -0.29  0.000
34 H -5.93 4.12 -0.51  0.000
35 H -6.48 1.70 -0.54  0.005
36 H -4.77 0.01 -0.39  -0.001
37 N -2.45 0.22 4.34  0.000
38 C -1.62 0.68 3.40  0.000
39 N -1.91 0.06 2.26  0.001
40 C -2.95 -0.75 2.58  0.000
41 N -3.30 -0.68 3.84  0.000
42 C -3.60 -1.49 1.54  0.000
43 C -4.82 -2.13 1.70  0.000
44 N -5.45 -2.68 0.67  0.000
45 C -4.87 -2.60 -0.53  0.000
46 C -3.65 -1.97 -0.70  0.000
47 N -2.99 -1.43 0.34  0.000
48 H -2.50 0.48 5.32  0.000
49 H -0.86 1.43 3.56  0.000
50 H -5.30 -2.16 2.67  0.000
51 H -5.40 -3.03 -1.37  0.000
52 H -3.18 -1.90 -1.67  0.000
53 C -0.52 -5.60 -2.73  0.000
54 C -0.55 -4.15 -3.01  0.000
55 N -0.49 -3.58 -4.17  0.000
56 N -0.56 -2.26 -3.93  0.000
57 C -0.68 -1.96 -2.64  0.000
58 S -0.75 -0.32 -2.08  0.001
59 N -0.68 -3.16 -2.03  0.000
60 N -0.65 -3.40 -0.66  0.000
61 H -0.30 -6.12 -3.66  0.000
62 H -1.49 -5.96 -2.37  0.000
63 H 0.24 -5.86 -2.00  0.000
64 H -0.54 -1.60 -4.71  0.000
65 H -1.19 -2.69 -0.19  0.000
66 H -1.04 -4.32 -0.48  0.000
67 N 3.79 -2.37 1.52  0.000
68 C 2.60 -1.85 2.29  0.000
69 C 1.26 -1.92 1.52  0.000
70 N 0.81 -0.68 0.87  -0.001
71 H 4.64 -2.31 2.10  0.000
72 H 3.98 -1.86 0.66  0.000
73 H 3.67 -3.36 1.29  0.000
74 H 2.83 -0.82 2.57  0.000
75 H 2.53 -2.44 3.20  0.000
76 H 0.50 -2.21 2.24  0.000
77 H 1.29 -2.71 0.76  0.000
78 H 1.35 -0.46 0.04  0.000
79 H 0.89 0.10 1.52  0.000

Properties
* total energy: -71973.3262 eV
* molar mass: 797.0 g/mol
* HOMO level (spin up / spin down): -18.70 / -18.72 eV
* LUMO (spin up / spin down): -0.405 / -0.508 Eh
* expectation value of S²: 0.791
* spin multiplicity: 2
* net charge: +4

=====

[2]
This record from OMol25 describes a molecular structure, C28H36N13OSbTl. The level of theory is ωB97M-V/def2-TZVPD.

Each line ends with the Mulliken charge.
CARTESIAN COORDINATES (ANGSTROEM)
1 Tl 0.17 0.41 -0.03  1.440
2 N 1.92 -1.71 -2.22  0.194
3 C 2.81 -0.78 -1.85  -0.029
4 N 4.09 -1.00 -2.14  -0.862
5 C 4.92 -0.02 -1.80  0.201
6 N 6.22 -0.18 -2.06  -0.350
7 N 4.56 1.15 -1.22  -0.766
8 C 3.28 1.25 -0.95  -0.212
9 N 2.36 0.33 -1.21  1.019
10 C 2.80 2.51 -0.31  0.579
11 C 3.67 3.55 -0.04  -0.782
12 C 3.16 4.70 0.53  -0.597
13 C 1.80 4.77 0.80  -0.988
14 C 1.01 3.68 0.50  -0.396
15 N 1.50 2.57 -0.05  0.394
16 H 2.27 -2.54 -2.66  0.346
17 H 0.93 -1.65 -2.01  -0.137
18 H 6.54 -1.03 -2.51  0.257
19 H 6.87 0.55 -1.83  0.245
20 H 4.72 3.44 -0.27  0.556
21 H 3.81 5.54 0.76  0.453
22 H 1.36 5.65 1.25  0.470
23 H -0.05 3.67 0.72  0.510
24 C -5.11 -3.53 0.74  -1.145
25 N -3.85 -2.92 0.36  0.093
26 C -3.12 -3.20 -0.86  -0.444
27 C -1.87 -2.35 -0.65  -0.546
28 O -0.93 -2.27 -1.43  -0.575
29 N -1.97 -1.69 0.52  0.502
30 C -3.11 -2.09 1.11  0.024
31 N -3.48 -1.68 2.32  -0.222
32 H -5.59 -3.91 -0.15  0.374
33 H -5.77 -2.79 1.18  0.387
34 H -4.96 -4.35 1.44  0.334
35 H -3.67 -2.89 -1.75  0.359
36 H -2.86 -4.26 -0.96  0.366
37 H -2.85 -1.13 2.89  0.265
38 H -4.29 -2.07 2.78  0.211
39 N 0.28 1.16 2.38  -0.495
40 C 0.10 0.74 3.46  0.523
41 C -0.32 0.33 4.71  -0.230
42 C 0.63 0.11 5.75  -0.012
43 N 1.43 -0.08 6.55  -0.507
44 C -1.61 -0.23 4.66  0.220
45 N -2.65 -0.67 4.41  -0.603
46 C 1.76 -3.65 0.29  -1.251
47 Sb 1.26 -1.83 1.28  0.970
48 C 3.13 -1.29 2.12  -1.208
49 C 0.16 -2.62 2.90  -1.160
50 H 1.69 -4.45 1.03  0.571
51 H 2.77 -3.59 -0.09  0.394
52 H 1.06 -3.83 -0.52  0.293
53 H 3.52 -2.13 2.68  0.468
54 H 3.02 -0.44 2.78  0.376
55 H 3.82 -1.04 1.32  0.285
56 H 0.86 -3.06 3.61  0.478
57 H -0.49 -3.39 2.50  0.409
58 H -0.42 -1.87 3.41  0.120
59 C -1.48 0.15 -3.51  -1.197
60 N -0.40 0.95 -2.94  0.884
61 C 0.67 1.08 -3.91  -1.413
62 C -0.89 2.28 -2.59  -1.471
63 C -1.88 2.27 -1.45  0.879
64 C -3.04 3.03 -1.53  -0.947
65 C -3.93 3.10 -0.47  -0.828
66 C -3.66 2.40 0.70  -0.890
67 C -2.51 1.63 0.79  -0.598
68 C -1.63 1.56 -0.28  0.815
69 H -1.11 -0.84 -3.77  0.371
70 H -1.90 0.62 -4.41  0.378
71 H -2.28 0.03 -2.78  0.258
72 H 1.03 0.10 -4.20  0.351
73 H 1.50 1.65 -3.49  0.287
74 H 0.33 1.60 -4.82  0.431
75 H -1.36 2.75 -3.47  0.516
76 H -0.03 2.89 -2.31  0.327
77 H -3.25 3.58 -2.44  0.445
78 H -4.82 3.70 -0.55  0.405
79 H -4.34 2.45 1.54  0.513
80 H -2.29 1.10 1.71  0.315

Properties
* total energy: -62265.4485 eV
* molar mass: 896.8 g/mol
* HOMO level: -10.39 eV
* LUMO: -0.109 Eh
* net charge: +1